1.
Entry from OMol25: a 2-piece molecular cluster, CH7NSi2 overall at a distorted geometry (ωB97M-V with the def2-TZVPD basis set).

```
11
Properties=species:S:1:pos:R:3:forces:R:3:lowdin_charge:R:1
C 0.7989 -0.4657 -1.1784 -2.0 1.4 -1.0 -0.171
N 0.1590 0.1643 -0.0688 0.0 0.9 1.5 -0.570
Si 0.6256 0.3686 1.6649 -2.3 -2.2 -0.7 0.365
Si -1.1979 1.0113 0.3863 -2.2 1.0 -1.6 0.542
H 0.0621 -0.3584 -2.0690 1.9 0.5 0.8 0.113
H 1.7960 -0.0540 -1.1377 0.4 -0.1 -1.4 0.076
H 0.7958 -1.4932 -1.0675 0.5 -2.3 0.6 0.041
H 1.3117 -0.7810 2.1386 1.5 -0.3 0.4 -0.131
H 1.0615 1.7601 1.8235 0.4 -0.2 0.8 -0.083
H -0.9868 -1.0644 2.2507 1.2 1.7 0.0 -0.060
H -2.2017 1.0610 -0.8475 0.6 -0.4 0.6 -0.122
```
Positions in Å, forces in eV/Å.

Properties
LUMO (spin up / spin down) = -0.45 / -0.45 eV
HOMO-LUMO gap (spin up / spin down) = 6.87 / 6.86 eV
DFT total energy = -675.8411 Eh
energy relative to the best compared isomer or geometry (same formula, charge and spin) = 81.58 kcal/mol

***

2.
Entry from OMol25: an isolated ion of composition C6H5Cl2N2S and charge +1 at a distorted geometry (ωB97M-V with the def2-TZVPD basis set).

```
16
Properties=species:S:1:pos:R:3:forces:R:3:lowdin_charge:R:1
Cl 2.6536 -0.5245 -1.3588 -0.7 0.2 0.8 0.666
C 1.5369 -0.0361 -0.0234 -4.3 -4.0 -1.0 -1.095
Cl 2.0378 -0.7383 1.5313 0.4 0.5 -0.3 0.699
N 1.4347 1.3514 -0.0124 3.8 0.7 0.3 0.013
C 0.3730 2.0999 0.0397 -0.1 2.3 0.4 -0.057
N -0.8555 1.6685 0.0430 -0.1 -1.5 -0.7 0.110
C -1.0596 0.3128 -0.1292 -2.1 -2.6 1.0 -0.478
S -2.6468 -0.4864 0.1928 1.6 -0.2 -0.6 1.063
C -1.8854 -2.0439 0.0599 2.1 -1.4 0.6 -0.359
C -0.4626 -1.9928 -0.1099 -4.1 0.6 0.2 -0.113
C -0.1036 -0.6284 -0.1821 4.9 0.8 -0.2 -0.256
H 2.4805 1.6592 -0.0073 -2.7 0.8 0.1 0.209
H 0.4697 3.1794 0.1581 0.4 -0.2 -0.4 0.183
H -1.6576 2.1596 -0.2952 0.0 1.5 0.3 0.174
H -2.3876 -3.0574 0.2917 0.4 2.2 -0.7 0.122
H 0.0725 -2.9231 -0.1980 0.6 0.3 0.1 0.119
```
Positions in Å, forces in eV/Å.

Properties
LUMO = -4.35 eV
total charge = +1
HOMO-LUMO gap = 8.49 eV
DFT total energy = -1659.4168 Eh
energy relative to the best compared isomer or geometry (same formula, charge and spin) = 26.11 kcal/mol

***

3.
Entry from OMol25: one molecule with the formula CH2ClNO2S2 at a distorted geometry (ωB97M-V with the def2-TZVPD basis set).

```
9
Properties=species:S:1:pos:R:3:forces:R:3:lowdin_charge:R:1
O -2.3048 -0.6158 0.0254 -1.1 -1.3 0.1 -0.300
S -1.2950 0.3536 -0.0142 3.6 -0.5 -2.9 0.596
O -1.3464 1.5187 0.7436 -0.7 2.3 0.8 -0.304
N 0.2098 -0.4045 0.5239 -0.7 0.0 -1.4 -0.193
C 1.4278 -0.3139 -0.1275 0.1 -0.5 1.8 -1.326
S 2.7705 -1.2690 -0.0650 -1.6 0.5 -0.1 0.632
Cl 1.4693 1.2715 -0.7578 0.7 1.1 -1.2 0.677
H -0.8717 0.6052 -1.4591 -1.0 -0.3 2.7 0.120
H -0.0595 -1.1458 1.1307 0.5 -1.2 0.2 0.098
```
Positions in Å, forces in eV/Å.

Properties
LUMO = -0.61 eV
HOMO-LUMO gap = 8.93 eV
DFT total energy = -1501.0327 Eh
energy relative to the best compared isomer or geometry (same formula, charge and spin) = 33.74 kcal/mol

***

4.
Entry from OMol25: C3H2ClIO as an isolated structure at a distorted geometry (ωB97M-V with the def2-TZVPD basis set).

```
8
Properties=species:S:1:pos:R:3:forces:R:3:lowdin_charge:R:1
C -0.8710 0.0255 -0.6958 -1.7 5.3 0.0 -0.017
C -0.0674 0.6174 0.2052 -1.9 -0.3 -0.4 -0.702
C 1.0608 -0.0787 0.7664 1.3 -1.8 -0.8 -0.449
O 2.1162 0.1672 1.1699 -0.8 -0.1 0.3 0.150
Cl -0.3542 2.2335 0.8614 0.3 -0.8 -0.5 0.677
I 0.6820 -2.7043 0.1347 0.4 1.4 0.6 0.278
H -1.6980 0.5879 -1.2636 1.3 0.0 1.6 0.120
H -0.8684 -0.8484 -1.1781 1.1 -3.7 -0.7 -0.057
```
Positions in Å, forces in eV/Å.

Properties
LUMO (spin up / spin down) = -1.52 / -1.52 eV
HOMO-LUMO gap (spin up / spin down) = 7.60 / 7.60 eV
DFT total energy = -948.5634 Eh
energy relative to the best compared isomer or geometry (same formula, charge and spin) = 30.36 kcal/mol

***

5.
Entry from OMol25: C16H19ClN2O5S as an isolated structure at a distorted geometry (ωB97M-V with the def2-TZVPD basis set).

```
44
Properties=species:S:1:pos:R:3:forces:R:3:lowdin_charge:R:1
O 2.3226 -0.5753 -5.0413 -2.7 0.8 4.7 0.025
C 1.7142 -0.2635 -3.9109 -4.8 -7.4 -13.2 -0.396
N 0.3941 -0.7479 -3.6513 7.4 3.0 -2.2 0.222
C -0.1119 -0.4209 -2.4866 5.4 4.5 -1.3 -0.294
C -1.1762 -0.9119 -2.1036 -7.8 -10.3 -5.0 -0.126
C -1.8189 -0.7834 -1.0125 -4.2 -0.9 4.4 -0.557
C -1.2382 0.1225 -0.2006 -3.0 4.3 2.8 -0.232
C -0.2893 1.0268 -0.6248 -0.7 -5.9 -4.7 0.066
C 0.4122 0.6388 -1.7990 -0.9 1.6 4.1 -0.186
O 1.5810 1.2318 -2.0045 0.7 -1.1 -2.6 0.022
C 2.3277 0.4381 -3.0647 8.9 11.7 10.0 -0.079
H 3.0045 -0.1441 -2.4814 0.4 -1.1 0.5 0.145
H 3.2440 1.4063 -3.2381 -3.0 -3.2 -0.9 0.266
H 0.0239 1.6505 0.0338 2.2 4.5 3.8 0.052
S -2.2085 0.8163 1.3215 13.4 -5.5 4.3 0.745
O -3.5119 0.8156 1.1072 -10.8 2.0 -2.3 -0.269
O -1.3124 1.7566 2.0395 -2.2 -0.1 -2.0 -0.326
C -1.9184 -0.8473 2.4209 -9.9 -0.2 -3.7 -0.235
C -0.7806 -0.6787 3.0619 7.6 -11.2 -4.8 -0.203
C 0.4395 -0.9705 1.9249 0.3 9.2 9.1 -0.527
O 0.3595 -1.6413 1.0629 -3.2 -11.5 -10.5 0.155
N 1.4938 -0.1674 1.8497 1.8 6.4 5.7 -0.017
C 1.5199 1.0796 2.7960 6.3 -0.8 -1.1 -0.075
H 0.6776 1.5244 2.8150 -6.3 2.3 -0.2 -0.014
C 2.5092 2.2918 2.2170 3.7 -7.0 8.0 -0.007
C 3.9854 1.4080 2.3599 1.9 3.0 -1.1 -0.181
C 4.0399 -0.0033 1.9398 -4.8 2.4 -6.2 -0.139
H 4.5749 -0.3489 1.1331 3.1 -0.3 -0.9 0.085
C 2.6834 -0.3284 1.0427 -0.9 2.0 2.6 -0.079
H 2.5737 0.4042 0.2833 0.5 0.8 -1.1 0.092
H 2.3759 -1.2255 0.6361 1.2 -2.7 -1.3 0.095
H 3.9017 -0.6000 2.6560 -0.2 -5.1 5.7 0.031
H 4.6654 1.9223 1.6390 -0.3 0.1 0.5 0.095
H 4.6210 1.4691 3.3409 -1.9 0.4 -1.3 0.134
H 2.8099 2.9795 3.0179 -1.4 0.7 -1.0 0.105
H 2.2409 2.3744 1.2893 -1.0 1.8 -5.2 0.017
H 1.7879 0.9999 3.8625 0.4 -1.0 -0.4 0.125
H -0.4973 -0.0593 3.6435 2.5 9.0 6.8 -0.007
H -0.5147 -1.5948 3.6834 -0.6 0.3 -0.4 0.166
H -2.1227 -1.7841 1.6259 1.0 2.5 2.4 0.136
H -2.7553 -0.8762 3.2732 0.9 0.2 -2.3 0.154
Cl -3.3102 -1.8129 -0.6950 1.7 1.3 -0.2 0.661
H -1.5827 -1.9040 -2.8772 1.0 3.1 2.3 0.224
H 0.2543 -1.3556 -4.3618 -2.0 -2.8 -2.0 0.128
```
Positions in Å, forces in eV/Å.

Properties
LUMO = -0.08 eV
HOMO-LUMO gap = 8.62 eV
DFT total energy = -1964.6015 Eh
energy relative to the best compared isomer or geometry (same formula, charge and spin) = 386.54 kcal/mol

***

6.
Entry from OMol25: one molecule with the formula C5H6ClF at a distorted geometry (ωB97M-V with the def2-TZVPD basis set).

```
13
Properties=species:S:1:pos:R:3:forces:R:3:lowdin_charge:R:1
C 0.5168 1.9618 -0.0883 0.2 1.7 1.2 -0.046
C -0.4766 1.1530 0.3217 -1.8 -1.5 -2.3 -0.175
C -0.4823 -0.3009 0.0228 3.8 -1.8 1.2 -0.347
C 0.6429 -1.1629 0.0564 -2.7 1.2 -0.3 -0.420
Cl 2.2358 -0.3492 -0.0650 -0.7 -2.2 0.4 0.591
C -1.8059 -0.8961 0.1912 -1.5 0.7 -1.1 -0.150
F -2.7818 0.0320 -0.3636 0.5 -1.1 0.0 -0.118
H 0.2303 2.9350 0.3781 1.1 0.0 -1.2 0.060
H 1.5642 1.7710 -0.6183 -3.1 0.5 1.5 0.055
H -1.6550 1.4274 0.5409 3.7 0.3 0.1 0.169
H 0.4830 -2.3359 0.1861 1.0 2.8 -0.6 0.123
H -2.0520 -0.8404 1.2411 -0.3 -0.9 0.3 0.125
H -1.9122 -1.8381 -0.3734 -0.2 0.3 0.8 0.133
```
Positions in Å, forces in eV/Å.

Properties
LUMO = 0.29 eV
HOMO-LUMO gap = 9.18 eV
DFT total energy = -754.0472 Eh
energy relative to the best compared isomer or geometry (same formula, charge and spin) = 59.21 kcal/mol

***

What is the DFT total energy in the fourth record?
-948.5634 Eh

***

The lowest DFT total energy belongs to which entry?
C16H19ClN2O5S

***

Among the records above, which one has the lowest DFT total energy?
C16H19ClN2O5S

***

Number 2 is which compound?
C6H5Cl2N2S